11
Properties=species:S:1:pos:R:3 method="wB97M-V/def2-TZVPD" orbital_gap_ev=9.97 total_charge=0 smiles=C#CNSOC de_lowest_kcal_mol=106.07 homo_ev=-9.2
H 2.10851 -2.38133 -1.68540
C 2.12214 -1.45498 -1.19262
C 2.17946 -0.38804 -0.54795
H 2.20563 1.73401 -0.20418
H -1.38999 -0.17478 -0.35368
O -0.55089 1.39272 0.95376
N 1.86320 0.78860 0.14859
H -2.36500 0.93943 0.58236
S 0.97849 0.90518 1.54701
H -1.68847 -0.37869 1.49166
C -1.45515 0.44508 0.67278

---

11
Properties=species:S:1:pos:R:3 method="wB97M-V/def2-TZVPD" orbital_gap_ev="8.36 / 8.36" total_charge=0 de_lowest_kcal_mol=144.90 homo_ev="-8.6 / -8.6"
H -1.10238 -0.33601 1.20223
H -0.36649 -1.18216 -0.10362
C -1.25485 -0.66412 0.20069
N -0.74780 2.07486 -0.47956
C 1.28727 1.45414 -0.30927
S -1.32767 0.78387 -1.03579
H 2.15415 -0.12991 -1.30734
H -2.18928 -1.10638 0.04957
C 1.30404 0.51055 -1.20442
H 2.13210 1.84842 0.22127
O 0.13849 0.12111 -1.79188

---

11
Properties=species:S:1:pos:R:3 method="wB97M-V/def2-TZVPD" orbital_gap_ev="6.62 / 6.65" total_charge=0 de_lowest_kcal_mol=111.69 homo_ev="-6.9 / -7.0"
H 1.95419 1.95404 -0.76071
C -0.97491 -0.82891 1.18729
H 0.79665 1.02215 -1.78073
S -1.00880 -2.48908 -0.36330
H -1.94695 -0.60675 1.13620
H -0.38800 -1.32659 1.92877
C 0.96010 1.67444 -0.91833
O 0.07259 -3.42271 -0.10342
N 0.25431 1.16647 0.25771
H 0.57159 2.66959 -1.28353
C -0.29077 0.18735 0.70005

---

11
Properties=species:S:1:pos:R:3 method="wB97M-V/def2-TZVPD" orbital_gap_ev=8.25 total_charge=0 smiles="CN(C=O)C=S" de_lowest_kcal_mol=34.44 homo_ev=-8.4
C -0.83097 0.54760 0.06641
H -1.01645 -2.64096 0.00427
C 0.92956 -1.16249 -0.23547
O 1.83416 -0.42632 -0.38569
H -1.95604 0.61723 -0.04108
S 0.08864 1.90265 0.00676
H -1.57358 -1.71716 1.47171
N -0.35083 -0.76735 0.08864
H 0.98502 -2.31568 -0.12412
H -2.36838 -1.50565 -0.16767
C -1.38298 -1.73481 0.37133

---

11
Properties=species:S:1:pos:R:3 method="wB97M-V/def2-TZVPD" orbital_gap_ev=9.51 total_charge=0 smiles="CC(=O)/C=N/S" de_lowest_kcal_mol=36.30 homo_ev=-9.6
S -2.63459 0.30469 1.39168
H 1.85319 0.47760 0.50101
C 0.46571 0.09134 -1.06156
H 2.58808 -0.57144 -0.77485
C 1.64978 -0.31955 -0.20521
C -0.81301 0.37564 -0.38848
O 0.51837 0.15109 -2.27184
N -1.07378 -0.01120 0.78477
H -1.54507 0.87795 -1.01049
H -2.29017 -0.28616 2.53248
H 1.28150 -1.08997 0.50248

---

11
Properties=species:S:1:pos:R:3 method="wB97M-V/def2-TZVPD" orbital_gap_ev=8.93 total_charge=0 smiles="CC(=O)NC=S" de_lowest_kcal_mol=13.40 homo_ev=-9.1
C -0.74309 -0.61824 0.07859
N 0.65044 -0.85302 0.09916
H -2.37085 0.74377 0.07258
S 3.19738 -0.45244 0.06241
H -0.90870 1.27154 -0.91220
H 0.91246 -1.78040 -0.21180
O -1.51699 -1.55294 0.00550
H -0.99519 1.34940 1.00267
C -1.28536 0.80655 0.04782
H 1.38513 1.07214 -0.16977
C 1.67477 0.01364 -0.07497

---

11
Properties=species:S:1:pos:R:3 method="wB97M-V/def2-TZVPD" orbital_gap_ev=8.40 total_charge=0 de_lowest_kcal_mol=112.05 homo_ev=-8.8
H 0.34514 1.33858 -0.38674
H 1.22582 -1.43609 -0.70708
C -1.28713 0.32564 0.62247
N -2.25777 0.39205 -0.41304
C 0.16493 0.41742 0.19845
C 0.30042 -0.83164 -0.66823
S -1.33977 -1.67635 0.07542
O -3.42759 0.62140 -0.04531
H 0.75134 0.30684 1.23532
H 0.17041 -0.66268 -1.67716
H -1.49754 0.76046 1.57304

---

11
Properties=species:S:1:pos:R:3 method="wB97M-V/def2-TZVPD" s_squared=2.04 orbital_gap_ev="6.14 / 8.24" multiplicity=3 total_charge=0 de_lowest_kcal_mol=65.91 homo_ev="-5.6 / -9.6"
H 3.16819 1.72896 0.50676
H -1.78074 -0.80385 -1.46419
H 0.39213 -0.52793 -1.39188
C 2.17075 1.63218 0.21712
C -0.48895 -0.78895 0.63531
N 1.44170 0.64546 -0.02233
S -2.21489 -0.42531 -0.14675
H -0.43491 -0.36776 1.66245
O -2.38031 1.03510 -0.25245
C 0.58810 -0.29795 -0.38934
H -0.46107 -1.82996 0.64530